<w>
Computed, not measured: a cluster of 2 separate species, C5H11NOS2 in total, with ωB97M-V/def2-TZVPD.

Values from the calculation:
* molecular weight: 165.3 u
* gap between HOMO and LUMO: 8.2 eV
* total charge: 0

```
20
Properties=species:S:1:pos:R:3:mulliken_charge:R:1
C 0.732 1.598 -0.062 -0.550
C 1.398 0.298 -0.660 -0.400
C -0.161 1.174 1.065 -0.692
C 0.734 -0.730 0.191 -0.001
C 0.537 -2.050 -0.455 -1.271
N -0.520 -0.173 0.687 -0.360
O -2.380 1.085 -1.599 -0.459
S -3.753 -0.248 0.697 -0.312
S -2.435 -0.095 -0.747 0.581
H 1.311 2.458 0.364 0.312
H 0.087 2.049 -0.763 0.299
H 0.838 0.092 -1.597 0.276
H 2.573 0.287 -0.612 0.280
H 0.408 1.217 2.009 0.360
H -1.091 1.716 1.122 0.310
H 1.209 -0.974 1.128 0.426
H 1.429 -2.663 -0.707 0.351
H 0.327 -1.688 -1.533 0.237
H -0.278 -2.660 0.035 0.284
H -0.966 -0.697 1.435 0.328
```



<x>
Computed, not measured: the molecule C5H11NOS2, with ωB97M-V/def2-TZVPD.

Values from the calculation:
* molecular weight: 165.3 u
* gap between HOMO and LUMO (spin up / spin down): 7.4 / 7.4 eV
* total charge: 0

```
20
Properties=species:S:1:pos:R:3:mulliken_charge:R:1
C -1.451 0.186 -1.385 -1.082
C -0.268 -1.617 0.126 -0.749
C -0.286 -0.756 -1.253 0.077
C -0.452 0.389 1.842 -0.545
C 1.294 2.033 0.689 -0.831
N 1.053 -0.166 -1.145 -0.472
O 0.530 -1.793 2.724 -0.581
S 0.158 1.981 1.854 0.124
S 0.669 -0.920 1.569 0.374
H -1.643 0.709 -2.351 0.310
H -2.321 -0.281 -1.089 0.382
H -1.348 -1.692 0.377 0.348
H 0.208 -2.591 0.007 0.386
H -0.151 -1.526 -2.120 0.360
H -1.122 0.382 2.594 0.489
H -1.098 0.877 -0.765 0.235
H 1.898 1.147 0.583 0.450
H 1.787 3.004 0.630 0.300
H 1.576 -0.138 -1.999 0.231
H 0.965 0.770 -0.886 0.195
```



Relative energy table, unit kJ/mol: <w> 0.0; <x> 312.2



<w>
Computed, not measured: a cluster of 2 separate species, CH5NOS2 in total, with ωB97M-V/def2-TZVPD.

Values from the calculation:
* SMILES: NC=O.SS
* molecular weight: 111.2 u
* gap between HOMO and LUMO: 8.9 eV
* total charge: 0

```
10
Properties=species:S:1:pos:R:3:mulliken_charge:R:1
S -0.290 1.098 -2.309 -0.223
S 0.829 2.575 -1.191 -0.160
H -1.492 1.709 -2.207 0.178
H 1.549 1.460 -0.737 0.185
C 0.504 -1.178 1.185 0.124
N -0.798 -1.085 0.920 -0.269
O 1.432 -1.752 0.524 -0.533
H 0.867 -0.623 2.132 0.263
H -1.473 -1.121 1.685 0.223
H -1.128 -1.083 -0.004 0.212
```



<x>
Computed, not measured: a cluster of 2 separate species, CH5NOS2 in total, with ωB97M-V/def2-TZVPD.

Values from the calculation:
* SMILES: NC=O.SS
* molecular weight: 111.2 u
* gap between HOMO and LUMO: 8.9 eV
* total charge: 0

```
10
Properties=species:S:1:pos:R:3:mulliken_charge:R:1
S -1.861 2.250 1.715 -0.123
S -3.915 1.807 1.280 -0.175
H -1.441 1.427 0.738 0.128
H -3.837 1.599 -0.070 0.166
C 1.941 -1.390 -1.201 0.116
N 1.726 -0.992 0.073 -0.334
O 1.362 -2.250 -1.819 -0.509
H 2.781 -0.921 -1.744 0.287
H 0.789 -1.012 0.443 0.219
H 2.454 -0.517 0.584 0.225
```



Relative energy table, unit kJ/mol: <w> 25.4; <x> 0.0



<w>
Computed, not measured: a cluster of 2 separate species, CH5NO3 in total, with ωB97M-V/def2-TZVPD.

Values from the calculation:
* SMILES: NC(=O)O.O
* molecular weight: 79.1 u
* gap between HOMO and LUMO: 10.8 eV
* total charge: 0

```
10
Properties=species:S:1:pos:R:3:mulliken_charge:R:1
N 0.276 0.099 -0.248 -0.452
C 1.359 0.481 0.469 0.517
O 2.508 0.541 -0.167 -0.431
O 1.221 1.087 1.605 -0.634
H 0.615 -0.869 -0.674 0.280
H -0.499 -0.238 0.407 0.360
H 2.766 1.350 0.337 0.365
H -2.249 -0.447 -1.106 0.347
H -3.183 -1.429 -0.367 0.318
O -2.815 -0.575 -0.256 -0.669
```



<x>
Computed, not measured: a cluster of 2 separate species, CH5NO3 in total, with ωB97M-V/def2-TZVPD.

Values from the calculation:
* SMILES: NC(=O)O.O
* molecular weight: 79.1 u
* gap between HOMO and LUMO: 10.9 eV
* total charge: 0

```
10
Properties=species:S:1:pos:R:3:mulliken_charge:R:1
C -0.332 0.302 0.465 0.736
N -1.469 -0.154 -0.081 -0.380
O -0.022 -0.350 1.588 -0.460
O 0.268 1.341 0.112 -0.702
O 1.364 -0.262 -1.468 -0.720
H 0.700 0.165 1.992 0.361
H 1.193 0.693 -0.969 0.416
H 1.815 -0.848 -0.845 0.279
H -1.704 0.168 -1.008 0.239
H -1.812 -1.056 0.214 0.231
```



Relative energy table, unit kJ/mol: <w> 78.3; <x> 0.0



<w>
Computed, not measured: the molecule C2H7N2OP, with ωB97M-V/def2-TZVPD.

Values from the calculation:
* SMILES: NP1NCCO1
* molecular weight: 106.1 u
* gap between HOMO and LUMO: 10.0 eV
* total charge: 0

```
13
Properties=species:S:1:pos:R:3:mulliken_charge:R:1
C 0.906 0.607 -0.109 -0.583
C 1.102 -0.912 -0.254 -0.142
N -0.310 0.896 -0.924 -0.389
N -1.850 0.338 1.044 -0.443
O 0.013 -1.664 0.099 -0.586
P -1.515 -0.282 -0.490 0.247
H 0.839 0.749 1.022 0.129
H 1.627 1.293 -0.550 0.364
H 1.120 -1.193 -1.367 0.234
H 1.913 -1.204 0.375 0.349
H -0.271 0.990 -1.909 0.301
H -2.584 -0.158 1.480 0.268
H -0.990 0.540 1.583 0.251
```



<x>
Computed, not measured: the molecule C2H7N2OP, with ωB97M-V/def2-TZVPD.

Values from the calculation:
* molecular weight: 106.1 u
* gap between HOMO and LUMO: 9.0 eV
* total charge: 0

```
13
Properties=species:S:1:pos:R:3:mulliken_charge:R:1
C 1.110 -0.121 0.849 -0.231
C 0.735 -0.054 -1.726 -0.769
N -2.039 0.409 0.348 -0.748
N 1.520 -0.072 -0.370 -0.082
O -0.504 -1.072 1.776 -0.474
P -0.614 0.326 1.128 0.624
H 1.345 0.633 -2.469 0.259
H 0.710 -1.007 -2.282 0.245
H -0.310 0.309 -1.531 0.360
H -1.407 -1.294 1.782 0.318
H -2.472 1.173 0.868 0.227
H 2.448 -0.291 -0.694 0.233
H -0.521 1.062 2.321 0.038
```



Relative energy table, unit kJ/mol: <w> 0.0; <x> 275.0



<w>
Computed, not measured: a cluster of 3 separate species, C4H14O4 in total, with ωB97M-V/def2-TZVPD.

Values from the calculation:
* SMILES: OCCO.CO.CO
* molecular weight: 126.2 u
* gap between HOMO and LUMO: 10.6 eV
* total charge: 0

```
22
Properties=species:S:1:pos:R:3:mulliken_charge:R:1
C 0.796 -0.077 0.314 -0.410
O -0.289 -0.164 1.139 -0.545
H 0.545 0.641 -0.467 0.293
H 1.750 0.253 0.726 0.076
H 1.061 -1.065 -0.062 0.373
H -0.220 -0.761 1.887 0.282
C 4.140 2.498 1.123 -0.533
O 2.746 2.364 0.739 -0.488
H 4.767 2.630 0.241 0.245
H 4.372 3.440 1.621 0.213
H 4.332 1.622 1.742 0.230
H 2.579 1.428 0.605 0.280
C -3.056 -1.001 -0.479 -0.439
C -2.242 -1.650 -1.509 -0.351
O -0.931 -1.810 -1.017 -0.527
O -4.063 -0.259 -1.100 -0.542
H -2.531 -0.271 0.138 0.328
H -3.515 -1.770 0.142 0.273
H -2.051 -0.978 -2.346 0.268
H -2.755 -2.555 -1.835 0.304
H -0.839 -1.574 -0.091 0.349
H -4.597 -0.943 -1.511 0.320
```



<x>
Computed, not measured: a cluster of 5 separate species, C4H14O4 in total, with ωB97M-V/def2-TZVPD.

Values from the calculation:
* molecular weight: 126.2 u
* gap between HOMO and LUMO: 4.1 eV
* total charge: 0

```
22
Properties=species:S:1:pos:R:3:mulliken_charge:R:1
C -0.735 -0.057 1.514 -0.350
C -1.236 -2.773 -1.103 -0.341
O 2.041 -0.192 -0.416 -0.633
C -0.800 -1.974 -0.053 -0.230
C -1.503 -1.101 0.779 0.182
H -1.416 0.735 1.901 0.346
H -0.114 -0.424 2.368 0.357
H -0.018 0.381 0.855 -0.137
H -2.333 -2.806 -1.280 0.230
H -0.598 -3.328 -1.647 0.335
H 2.896 -0.466 -0.649 0.230
H 0.288 -1.954 0.086 0.214
H -2.608 -1.125 0.701 0.286
H -0.905 -0.447 -1.518 0.331
H 1.903 0.807 -0.502 0.378
O -0.583 0.283 -2.037 -0.658
H 0.894 3.414 2.043 0.268
H 0.946 2.537 0.727 0.403
O 0.635 2.591 1.683 -0.691
H 0.110 0.783 -1.549 0.369
H 1.758 2.916 -1.193 0.102
O 1.378 2.200 -0.710 -0.990
```



Relative energy table, unit kJ/mol: <w> 0.0; <x> 195.8



<w>
Computed, not measured: a cluster of 3 separate species, C4H14O4 in total, with ωB97M-V/def2-TZVPD.

Values from the calculation:
* SMILES: C[C@H](O)CCO.O.O
* molecular weight: 126.2 u
* gap between HOMO and LUMO: 10.4 eV
* total charge: 0

```
22
Properties=species:S:1:pos:R:3:mulliken_charge:R:1
C 1.332 0.878 -1.509 -0.524
O 1.157 -0.334 -2.110 -0.546
C 1.106 0.922 -0.002 -0.808
C -0.264 1.462 0.517 -0.020
C -0.604 0.962 1.890 -1.176
O -1.293 0.907 -0.333 -0.629
H 0.653 1.640 -2.043 0.195
H 2.233 1.263 -1.867 0.455
H 0.520 -0.974 -1.608 0.321
H 1.924 1.440 0.604 0.386
H 1.348 -0.070 0.408 0.443
H -0.398 2.507 0.430 0.576
H -1.685 0.811 1.925 0.306
H -0.362 1.789 2.581 0.384
H -0.067 0.039 2.033 0.316
H -2.229 1.001 -0.001 0.307
H -0.696 -0.633 -0.106 0.338
H -1.417 -1.946 0.495 0.285
O -0.669 -1.368 0.579 -0.744
H -0.281 -2.667 -0.333 0.512
H 0.285 -4.020 -0.839 0.310
O -0.591 -3.609 -0.711 -0.688
```



<x>
Computed, not measured: a structure of composition C4H14O4, with ωB97M-V/def2-TZVPD.

Values from the calculation:
* molecular weight: 126.2 u
* gap between HOMO and LUMO: 7.2 eV
* total charge: 0

```
22
Properties=species:S:1:pos:R:3:mulliken_charge:R:1
C -1.078 0.091 0.664 0.788
C 0.066 0.836 0.241 0.158
C -1.679 0.703 -0.506 -1.544
C 0.629 2.137 0.768 -1.173
O -0.935 -1.294 0.526 -0.900
H -1.492 0.345 1.777 0.268
H 0.899 0.170 0.053 0.283
H -1.189 0.592 -1.509 0.293
H -2.742 0.437 -0.710 0.383
H -1.772 1.753 -0.506 0.444
H 0.164 3.010 0.243 0.336
H 0.258 2.225 1.807 0.338
H 1.769 2.168 0.828 0.336
H 1.125 -0.634 -2.338 0.373
H 2.276 -0.035 -3.338 0.305
O 1.301 -0.034 -3.134 -0.641
H 0.111 -1.716 1.941 0.403
H 0.520 -2.024 3.455 0.283
O 0.652 -1.421 2.729 -0.670
H 0.565 -3.206 -1.235 0.253
H -0.048 -1.869 -0.495 0.441
O 0.602 -2.234 -1.262 -0.757
```



Relative energy table, unit kJ/mol: <w> 0.0; <x> 291.6